Molecular formula: C27H48O21
Method: DFT, ωB97M-V/def2-TZVPD

Calculated values
LUMO energy	-0.487	eV
HOMO level	-9.71	eV
SMILES string	C[C@H]1COC(=O)O1.C[C@H]1COC(=O)O1.C[C@H]1COC(=O)O1.C[C@H]1COC(=O)O1.C[C@H]1COC(=O)O1.C[C@H]1COC(=O)O1.CO.CO.CO
DFT total energy	-71775.1745	eV
frontier orbital gap	9.2237	eV
relative energy (zero: lowest compared OMol25 entry of this formula, charge and spin)	0.0	kcal/mol

Geometry as XYZ:
```
96
Properties=species:S:1:pos:R:3:forces:R:3
C -11.8964 -2.3869 2.5678 -0.24 -0.19 0.35
O -11.8454 -1.9647 3.9323 0.29 -0.29 -0.30
H -11.2736 -3.2598 2.3496 0.28 0.10 0.25
H -12.9177 -2.7117 2.3549 -0.02 0.40 -0.49
H -11.5432 -1.5504 1.9684 -0.37 -0.03 -0.20
H -12.0942 -2.7413 4.4510 -0.03 0.10 0.43
C -10.3423 3.3024 1.3549 -0.02 -0.17 -0.63
O -11.3222 3.3008 2.3621 -0.16 0.20 0.55
H -10.5078 4.1759 0.7242 0.01 0.03 0.10
H -9.3116 3.3352 1.7157 -0.06 0.00 0.17
H -10.4666 2.4256 0.7103 0.18 -0.01 -0.06
H -11.2460 2.4887 2.8767 -0.06 -0.12 0.02
C -10.9048 1.0397 5.4353 -0.24 0.59 -0.61
O -11.5364 0.9208 4.1633 0.17 -0.17 0.03
H -9.9391 0.5261 5.4637 -0.15 -0.32 0.14
H -10.6877 2.1009 5.5556 -0.11 -0.06 0.31
H -11.6129 0.6915 6.1879 0.40 0.05 0.38
H -11.8826 0.0186 4.1433 -0.01 -0.22 -0.36
C -11.6839 5.0831 5.7165 -0.61 -0.58 0.07
C -12.8413 4.2087 6.2156 0.41 -0.29 -0.85
C -13.3328 4.4641 7.6223 0.73 0.03 0.81
O -14.7206 4.7402 7.5046 0.42 0.21 0.83
C -15.0708 4.7089 6.2252 -1.81 -0.59 -1.36
O -16.1904 4.8817 5.8224 0.96 0.11 0.42
O -14.0493 4.3273 5.4406 0.41 0.55 -0.09
H -11.7398 6.1107 6.0724 -0.01 0.03 -0.06
H -11.6533 5.0397 4.6278 -0.01 0.11 -0.02
H -10.7813 4.5908 6.0824 0.15 0.30 0.10
H -12.5138 3.1783 6.0778 -0.15 -0.06 0.17
H -12.8204 5.3134 8.0787 -0.16 0.14 -0.05
H -13.1494 3.6071 8.2700 -0.32 -0.05 0.01
C -9.4942 1.8767 12.4881 0.48 -0.25 -0.07
C -9.6066 2.9357 11.3935 0.53 -0.69 0.85
C -8.3099 3.2014 10.6200 0.31 0.57 1.42
O -8.7116 3.2612 9.2638 1.29 0.24 0.07
C -9.9322 2.7806 9.1590 -2.19 0.70 -1.75
O -10.5566 2.7533 8.1211 0.84 -0.50 0.97
O -10.4513 2.4784 10.3452 -0.75 -0.48 0.26
H -8.8032 2.1308 13.2954 0.09 0.52 -0.22
H -9.0669 0.9684 12.0576 -0.32 -0.14 -0.04
H -10.4293 1.6632 13.0025 -0.20 0.00 -0.39
H -10.0141 3.8451 11.8385 -0.13 0.11 -0.37
H -7.5362 2.4485 10.7764 -0.16 -0.20 -0.18
H -7.9219 4.1539 10.9825 0.24 0.08 -0.57
C -7.2985 -2.2716 1.5009 -0.64 -0.84 -0.56
C -8.2432 -1.1218 1.7531 0.68 0.73 1.10
C -7.7212 -0.1488 2.8527 -0.01 -1.51 0.41
O -7.5657 1.0808 2.2138 -0.16 0.95 0.36
C -7.8876 0.9879 0.9183 0.36 0.35 -1.06
O -7.7864 1.8651 0.1139 -0.14 -0.48 0.59
O -8.2823 -0.2653 0.6314 -0.25 0.04 -1.00
H -7.7209 -2.8341 0.6640 0.30 -0.02 -0.14
H -7.2399 -2.9996 2.3117 -0.15 0.30 0.29
H -6.2823 -1.9698 1.2526 -0.10 0.30 -0.03
H -9.2741 -1.4154 1.9550 0.19 -0.31 0.06
H -6.7401 -0.4674 3.2142 -0.04 -0.03 0.04
H -8.4125 -0.1307 3.6976 -0.01 0.49 -0.07
C -15.4249 0.0808 1.7680 0.21 0.51 -0.51
C -15.6087 1.3096 2.6408 -0.04 -0.58 1.31
C -14.5536 2.4130 2.5865 -0.02 -0.78 -1.77
O -15.3186 3.6056 2.4753 -0.23 0.09 0.74
C -16.6358 3.3045 2.3126 0.41 0.82 -0.68
O -17.4880 4.1183 2.1366 0.18 -0.41 0.23
O -16.7999 1.9731 2.2492 -0.56 0.00 -0.06
H -16.3330 -0.5176 1.7200 -0.02 0.03 0.24
H -14.5894 -0.5550 2.0591 0.01 0.10 0.27
H -15.2225 0.4275 0.7511 0.00 -0.07 -0.05
H -15.7490 1.0352 3.6928 -0.06 -0.27 -0.05
H -14.0411 2.2769 1.6280 0.41 0.28 0.16
H -13.8203 2.3918 3.3865 -0.26 0.38 0.19
C -10.0270 -1.2596 8.4763 0.18 0.45 0.25
C -10.0447 -2.6687 7.9377 0.02 0.01 -0.18
C -10.5999 -3.7687 8.8395 -0.03 0.78 -0.41
O -11.4704 -4.4998 7.9785 -0.17 -0.29 -0.03
C -11.6777 -3.8183 6.8324 0.25 -0.66 0.13
O -12.3733 -4.2014 5.9371 0.10 0.44 0.16
O -10.9465 -2.7034 6.8302 -0.16 0.46 -0.69
H -9.7230 -0.5371 7.7178 0.08 -0.19 -0.15
H -9.3416 -1.1346 9.3172 0.06 -0.25 0.00
H -11.0088 -0.9245 8.8157 -0.11 -0.30 -0.02
H -9.0729 -3.0166 7.5789 0.10 0.44 -0.16
H -11.1927 -3.2964 9.6230 0.16 -0.53 0.41
H -9.7623 -4.3959 9.1288 -0.43 -0.21 0.63
C -7.4059 2.1564 5.8372 -0.11 0.63 1.55
C -6.6881 3.3848 6.4289 -0.68 -0.76 -1.34
C -5.3666 3.0762 7.1069 0.02 -0.46 -0.02
O -4.4508 3.9912 6.5105 0.27 0.09 0.84
C -5.0617 4.7114 5.5410 0.17 0.23 -0.12
O -4.5575 5.6116 4.9488 -0.09 -0.38 0.12
O -6.3017 4.2423 5.3547 -0.28 0.45 -0.31
H -8.3579 2.4515 5.4018 0.22 0.03 -0.45
H -7.6922 1.5821 6.7257 0.06 -0.38 -0.13
H -6.7720 1.5570 5.1895 -0.03 0.15 -0.15
H -7.3961 3.9456 7.0386 0.14 -0.05 0.23
H -5.0118 2.0622 6.9135 -0.06 -0.02 -0.23
H -5.4515 3.1543 8.1913 0.35 0.53 0.00
```
Forces are in eV/Å.